[1]
# C48H106O40P7Zr

A molecular structure, C48H106O40P7Zr at a distorted geometry (ωB97M-V/def2-TZVPD, OMol25).

E_tot = -199717.7999 eV
highest occupied orbital energy = -10.9 eV
strongest force on any atom = 5.4 eV Å⁻¹
energy above the lowest of the compared OMol25 structures with the same formula, charge and spin = 0.0 kJ/mol
charge = +1
HOMO-LUMO gap = 0.322 hartree
E_LUMO = -2.2 eV

```
202
Properties=species:S:1:pos:R:3:lowdin_charge:R:1
Zr 0.371 0.394 -1.421 1.940
P 0.190 -1.000 0.750 0.181
O 1.156 0.181 0.433 -0.470
O 0.529 -1.554 -0.690 -0.456
O -0.951 -0.123 0.138 -0.441
O 0.165 -1.813 2.004 -0.258
C -0.028 -5.366 -2.651 -0.040
C 0.488 -3.927 -2.511 -0.245
O 1.045 -3.621 -3.804 -0.171
P 1.259 -2.079 -4.229 0.478
O 0.836 -1.117 -3.204 -0.297
O 2.764 -1.917 -4.652 -0.176
C 3.226 -2.764 -5.725 -0.228
C 3.508 -1.847 -6.907 -0.060
O 0.505 -2.049 -5.640 -0.159
C -0.526 -2.955 -5.989 -0.263
C -1.372 -2.369 -7.104 -0.049
H -0.574 -5.583 -3.565 0.061
H 0.809 -6.054 -2.513 0.083
H -0.728 -5.640 -1.854 0.072
H -0.348 -3.289 -2.215 0.087
H 1.240 -3.715 -1.752 0.083
H 4.183 -3.203 -5.438 0.128
H 2.578 -3.595 -5.996 0.117
H 3.745 -2.297 -7.873 0.087
H 2.697 -1.153 -7.138 0.081
H 4.355 -1.199 -6.673 0.061
H -0.077 -3.891 -6.341 0.129
H -1.135 -3.290 -5.151 0.084
H -1.951 -1.490 -6.822 0.052
H -0.734 -2.113 -7.954 0.085
H -2.059 -3.080 -7.567 0.086
C -3.051 0.466 9.664 -0.058
C -3.104 0.142 8.170 -0.271
O -3.295 1.280 7.350 -0.156
P -2.234 1.735 6.261 0.408
O -2.661 2.894 5.453 -0.228
O -1.876 0.439 5.414 -0.213
C -2.910 -0.213 4.660 -0.216
C -2.811 0.127 3.161 -0.045
O -0.936 1.935 7.176 -0.173
C 0.242 2.581 6.635 -0.221
C 1.222 1.507 6.200 -0.046
H -2.075 0.843 9.967 0.076
H -3.731 1.288 9.906 0.078
H -3.387 -0.388 10.248 0.078
H -2.254 -0.489 7.895 0.093
H -3.946 -0.547 8.048 0.122
H -2.816 -1.285 4.815 0.111
H -3.874 0.170 5.000 0.125
H -3.120 1.162 2.990 0.077
H -1.779 0.080 2.812 0.059
H -3.535 -0.483 2.623 0.062
H -0.102 3.314 5.906 0.092
H 0.614 3.101 7.520 0.125
H 0.903 1.044 5.262 0.048
H 2.249 1.861 6.127 0.085
H 1.151 0.697 6.927 0.096
C -5.484 -0.045 -0.646 -0.040
C -4.070 -0.598 -0.313 -0.200
O -3.644 -1.602 -1.265 -0.159
P -2.915 -1.189 -2.598 0.451
O -1.675 -0.415 -2.429 -0.286
O -2.712 -2.606 -3.308 -0.186
C -3.773 -3.580 -3.365 -0.230
C -3.463 -4.589 -4.438 -0.054
O -4.052 -0.488 -3.466 -0.187
C -3.959 -0.338 -4.901 -0.218
C -2.926 0.740 -5.239 -0.058
H -6.339 -0.676 -0.413 0.084
H -5.559 0.937 -0.182 0.076
H -5.529 0.087 -1.726 0.049
H -3.383 0.247 -0.330 0.093
H -4.105 -1.013 0.690 0.094
H -3.826 -4.086 -2.399 0.120
H -4.708 -3.077 -3.615 0.127
H -3.451 -4.031 -5.378 0.073
H -2.513 -5.119 -4.368 0.061
H -4.196 -5.395 -4.466 0.095
H -3.712 -1.221 -5.490 0.102
H -4.975 0.000 -5.100 0.123
H -3.032 1.553 -4.525 0.053
H -1.951 0.254 -5.184 0.069
H -3.072 1.181 -6.226 0.089
C 6.595 0.251 1.086 -0.043
C 6.083 0.492 -0.331 -0.263
O 4.669 0.323 -0.424 -0.172
P 4.043 -0.108 -1.810 0.460
O 2.602 0.232 -1.812 -0.307
O 4.897 0.710 -2.902 -0.155
C 5.087 0.229 -4.235 -0.276
C 5.819 1.288 -5.030 -0.057
O 4.493 -1.580 -2.036 -0.149
C 4.080 -2.675 -1.206 -0.223
C 5.315 -3.431 -0.759 -0.036
H 6.040 0.853 1.803 0.068
H 6.453 -0.810 1.295 0.074
H 7.666 0.424 1.179 0.094
H 6.342 1.500 -0.668 0.115
H 6.698 -0.152 -0.966 0.124
H 5.521 -0.766 -4.327 0.125
H 4.084 0.182 -4.670 0.101
H 6.865 1.186 -4.727 0.084
H 5.724 1.158 -6.106 0.079
H 5.499 2.306 -4.812 0.083
H 3.491 -2.403 -0.326 0.120
H 3.435 -3.329 -1.797 0.114
H 5.908 -2.848 -0.054 0.079
H 5.083 -4.407 -0.335 0.068
H 5.952 -3.662 -1.616 0.087
C -5.952 2.882 -2.857 -0.042
C -4.584 3.516 -2.655 -0.256
O -3.607 2.541 -2.293 -0.182
P -2.301 3.041 -1.479 0.514
O -1.234 2.022 -1.449 -0.312
O -1.955 4.461 -2.117 -0.191
C -1.549 4.533 -3.482 -0.257
C -1.845 5.947 -3.969 -0.045
O -2.921 3.438 -0.046 -0.173
C -3.036 4.842 0.361 -0.226
C -4.110 4.871 1.434 -0.050
H -5.882 2.015 -3.516 0.073
H -6.289 2.427 -1.922 0.067
H -6.737 3.573 -3.150 0.089
H -4.325 4.020 -3.591 0.114
H -4.639 4.294 -1.893 0.112
H -0.476 4.319 -3.531 0.122
H -2.018 3.802 -4.149 0.111
H -2.911 6.171 -3.938 0.080
H -1.287 6.708 -3.429 0.068
H -1.553 5.987 -5.021 0.089
H -2.058 5.125 0.744 0.101
H -3.373 5.479 -0.452 0.108
H -4.059 3.916 1.965 0.079
H -3.938 5.652 2.172 0.088
H -5.139 4.893 1.076 0.079
C -0.706 3.269 3.168 -0.056
C -0.280 2.803 1.807 -0.237
O 0.109 3.935 0.989 -0.157
P 1.210 3.716 -0.125 0.459
O 1.120 2.389 -0.766 -0.323
O 2.558 4.067 0.610 -0.149
C 3.828 3.571 0.139 -0.215
C 4.789 3.697 1.325 -0.043
O 0.990 4.861 -1.205 -0.149
C 0.699 6.200 -0.829 -0.273
C 1.897 7.094 -0.631 -0.059
H -1.038 2.382 3.707 0.050
H 0.086 3.741 3.752 0.083
H -1.536 3.975 3.205 0.081
H 0.461 2.001 1.849 0.102
H -1.130 2.289 1.350 0.096
H 3.795 2.538 -0.204 0.096
H 4.150 4.262 -0.644 0.127
H 5.800 3.430 1.011 0.079
H 4.769 4.664 1.817 0.085
H 4.536 2.913 2.043 0.062
H 0.077 6.692 -1.582 0.107
H 0.037 6.206 0.041 0.114
H 1.577 8.128 -0.480 0.087
H 2.420 6.903 0.307 0.079
H 2.504 7.082 -1.536 0.089
C 1.063 -2.424 5.257 -0.096
C -0.359 -1.960 4.943 -0.145
O -0.870 -1.660 6.218 0.023
C -0.119 -2.217 7.180 -0.553
O -0.363 -2.152 8.337 0.178
O 1.026 -2.722 6.644 0.086
H 1.771 -1.607 5.090 0.114
H 1.436 -3.221 4.615 0.120
H -0.987 -2.694 4.438 0.117
H -0.231 -1.077 4.320 0.094
C -2.461 -3.214 1.765 -0.112
C -2.238 -3.923 0.404 -0.135
O -3.254 -4.879 0.340 0.080
C -4.217 -4.569 1.249 -0.568
O -5.278 -5.094 1.357 0.176
O -3.785 -3.617 2.070 0.073
H -2.400 -2.159 1.505 0.084
H -1.821 -3.574 2.565 0.112
H -1.205 -4.275 0.497 0.105
H -2.165 -3.198 -0.405 0.103
C 1.320 -4.868 0.805 -0.140
C 1.102 -5.133 2.279 -0.089
O 2.457 -5.286 2.777 0.062
C 3.328 -5.296 1.726 -0.563
O 4.493 -5.442 1.875 0.174
O 2.679 -5.182 0.547 0.054
H 1.206 -3.809 0.569 0.096
H 0.691 -5.468 0.148 0.117
H 0.565 -6.049 2.521 0.138
H 0.644 -4.282 2.778 0.093
C 2.807 0.455 3.441 -0.119
C 3.367 -0.567 2.494 -0.140
O 4.630 -0.873 3.051 0.042
C 4.651 -0.526 4.353 -0.561
O 5.582 -0.701 5.064 0.182
O 3.547 0.207 4.645 0.033
H 1.764 0.265 3.691 0.097
H 2.998 1.488 3.145 0.129
H 3.406 -0.125 1.500 0.097
H 2.800 -1.498 2.403 0.120
```

[2]
# C16H22N4OS2

A molecular structure, C16H22N4OS2 at a distorted geometry (ωB97M-V/def2-TZVPD, OMol25).

E_tot = -46611.4829 eV
highest occupied orbital energy = -7.5 eV
strongest force on any atom = 19.4 eV Å⁻¹
energy above the lowest of the compared OMol25 structures with the same formula, charge and spin = 1638.4 kJ/mol
charge = 0
HOMO-LUMO gap = 0.271 hartree
E_LUMO = -0.1 eV

```
45
Properties=species:S:1:pos:R:3:nbo_charge:R:1
C 5.144 -1.891 3.765 -0.355
C 4.230 -2.499 2.990 -0.194
C 2.935 -3.118 3.574 -0.198
N 1.879 -2.761 2.913 -0.371
C 1.437 -1.508 2.931 0.204
C 0.221 -1.610 2.181 -0.224
C 0.212 -2.866 1.696 -0.231
C 1.335 -3.690 1.953 0.107
C 1.791 -5.093 1.713 -0.649
H 1.133 -5.382 0.938 0.239
H 1.506 -5.830 2.615 0.219
H 2.817 -5.194 1.404 0.226
H -0.269 -3.201 0.696 0.196
C -0.834 -0.617 1.792 0.493
O -0.642 0.473 2.301 -0.548
C -1.825 -0.853 0.875 -0.495
H -2.426 0.129 0.703 0.289
H -2.328 -1.754 1.034 0.239
S -1.038 -1.100 -1.038 0.227
C -1.364 0.459 -1.505 -0.061
N -1.986 1.323 -1.173 -0.251
N -2.247 2.371 -1.733 -0.381
C -1.484 2.376 -2.928 0.244
N -1.444 3.370 -3.732 -0.525
H -0.483 3.174 -4.741 0.370
C -1.956 4.745 -3.726 -0.098
C -2.158 5.453 -4.957 -0.594
H -2.870 6.160 -4.975 0.244
H -2.938 4.647 -5.429 0.204
H -1.403 5.559 -5.555 0.209
C -1.013 5.530 -2.940 -0.613
H -0.629 5.122 -1.961 0.230
H -0.100 5.776 -3.428 0.202
H -1.346 6.649 -2.637 0.214
H -2.773 4.560 -3.027 0.245
S -0.609 0.831 -3.159 0.147
C 1.775 -0.543 3.746 -0.580
H 2.524 -0.210 3.881 0.174
H 1.528 -0.831 4.939 0.192
H 0.959 0.219 3.785 0.282
H 2.833 -2.604 4.823 0.171
H 2.954 -4.318 4.017 0.237
H 4.411 -2.807 2.124 0.178
H 6.194 -1.503 3.346 0.196
H 5.206 -1.883 4.797 0.193
```

[3]
# C4H9NO2

A single C4H9NO2 molecule at a distorted geometry (ωB97M-V/def2-TZVPD, OMol25).

E_tot = -9877.9080 eV
highest occupied orbital energy = -9.5 eV
strongest force on any atom = 3.7 eV Å⁻¹
energy above the lowest of the compared OMol25 structures with the same formula, charge and spin = 207.7 kJ/mol
charge = 0
HOMO-LUMO gap = 0.380 hartree
E_LUMO = 0.8 eV

```
16
Properties=species:S:1:pos:R:3:nbo_charge:R:1
C 0.280 -0.978 -1.483 -0.423
C -0.114 -0.003 -0.674 -0.041
C -0.470 1.357 -1.197 -0.666
C 0.046 -0.173 1.032 0.634
N 0.904 -1.192 1.481 -0.853
O 0.514 1.037 1.493 -0.730
O -1.252 -0.485 1.395 -0.701
H 0.629 -1.937 -1.124 0.194
H 0.408 -0.826 -2.547 0.196
H 0.099 2.129 -0.677 0.240
H -1.532 1.555 -1.028 0.204
H -0.277 1.441 -2.266 0.219
H 0.483 -2.106 1.401 0.378
H 1.815 -1.158 1.044 0.381
H 0.173 1.173 2.387 0.487
H -1.705 0.166 0.763 0.480
```

[4]
# C3H10NS2

2 unconnected molecules or ions with the total composition C3H10NS2 at a distorted geometry (ωB97M-V/def2-TZVPD, OMol25).

E_tot = -26423.9005 eV
highest occupied orbital energy = -13.0 eV
strongest force on any atom = 3.6 eV Å⁻¹
energy above the lowest of the compared OMol25 structures with the same formula, charge and spin = 352.1 kJ/mol
charge = +1
HOMO-LUMO gap = 0.258 hartree
E_LUMO = -6.0 eV

```
16
Properties=species:S:1:pos:R:3:nbo_charge:R:1
C -1.287 -1.541 -0.177 -0.750
C -0.566 0.851 -0.105 -0.304
C -1.066 -0.329 0.537 0.291
N -0.172 2.050 0.545 -0.798
S 3.726 -0.130 -0.061 -0.017
S 1.988 -1.162 0.181 -0.183
H -0.792 -2.348 0.423 0.320
H -2.328 -1.910 -0.278 0.316
H -0.648 -1.535 -1.175 0.248
H 0.104 0.588 -0.934 0.275
H -1.561 0.965 -0.441 0.303
H -1.435 -0.306 1.537 0.233
H 1.402 -1.399 -1.164 0.117
H -0.691 2.371 1.386 0.412
H 0.164 2.752 -0.150 0.416
H 3.163 1.083 -0.123 0.122
```